C37H29Cl6NO | ωB97M-V/def2-TZVPD

```
74
Properties=species:S:1:pos:R:3:forces:R:3
Cl -2.32384 2.28624 -0.06593 -0.555 1.697 1.445
C -3.12321 5.33805 -0.29921 2.688 1.351 0.296
Cl -4.61339 5.04645 0.43143 -0.883 -0.931 0.228
C -2.02589 5.79776 0.62353 -0.345 -0.402 -1.126
O -1.96597 5.36488 1.78207 0.065 0.569 -0.013
C -1.06421 6.74533 0.00988 -1.054 -0.957 -0.221
Cl 0.00225 7.52135 1.09387 0.355 0.200 0.319
C -1.05981 7.02929 -1.35411 -1.196 -0.811 1.054
Cl -0.09713 8.30039 -1.95359 0.447 0.258 -0.294
C -1.94394 6.33377 -2.20582 -0.227 -0.628 1.398
Cl -1.95558 6.69134 -3.85052 0.074 0.030 -1.477
C -2.91450 5.44090 -1.66545 0.856 1.041 0.308
Cl -3.80372 4.43129 -2.72438 -0.695 -0.113 -0.475
C 5.91529 -1.59466 1.15762 0.006 0.102 -0.009
C 4.93039 -2.15057 1.97465 -0.057 0.028 -0.352
C 3.59171 -2.15817 1.56499 0.386 0.166 -0.111
C 3.22103 -1.56739 0.35057 -0.213 -0.261 -0.256
C 1.74933 -1.52194 -0.14341 0.081 -0.343 -0.342
C 1.56986 -2.39610 -1.39400 -0.098 -0.554 0.307
C 2.51719 -3.34488 -1.78988 -0.178 -0.104 -0.307
C 2.28569 -4.13177 -2.93112 -0.195 0.120 0.198
C 1.09329 -4.00501 -3.64953 0.093 0.053 0.018
C 0.11771 -3.09470 -3.21971 0.295 -0.090 0.241
C 0.35427 -2.31803 -2.08565 0.124 -0.474 -0.493
C 0.80599 -1.95393 0.95558 0.625 -0.431 0.556
C 0.04044 -3.11137 0.86851 -0.560 -0.047 0.380
C -0.82417 -3.45951 1.91765 0.265 0.184 0.017
C -0.86754 -2.67857 3.07249 -0.253 -0.068 -0.032
C -0.02310 -1.57127 3.20067 0.229 0.101 0.132
C 0.85037 -1.24133 2.16489 -0.403 -0.013 0.349
C 1.38739 -0.04826 -0.53418 1.756 0.994 -0.078
C 2.02102 0.39666 -1.88778 0.083 -0.302 0.172
C 0.98170 1.26442 -2.58473 0.161 0.264 0.022
C -0.34331 0.98768 -1.88630 -1.126 0.153 -2.048
N -0.03930 0.22610 -0.70191 -0.069 0.572 2.753
C -0.84496 0.35590 0.33706 0.150 0.285 -1.666
C -2.29819 0.47949 0.11812 -0.033 1.019 2.142
C -3.14319 -0.02464 1.28780 -0.728 -0.463 -1.645
C -4.27133 -0.84180 1.03495 0.156 0.469 1.565
C -5.11229 -1.17456 2.12950 0.583 -0.074 -1.249
C -4.80670 -0.72189 3.40832 -0.386 -0.007 0.683
C -3.68517 0.07307 3.63977 0.322 -0.140 -0.744
C -2.85552 0.40352 2.55647 -0.090 0.379 1.207
C 4.22961 -1.11769 -0.50840 0.432 0.094 0.063
C 5.56152 -1.08464 -0.09633 -0.208 -0.265 0.186
H 6.96166 -1.58545 1.47952 -0.432 0.019 -0.106
H 5.19102 -2.59888 2.93132 0.002 0.083 -0.213
H 2.86545 -2.66450 2.19563 0.075 0.274 -0.120
H 3.42934 -3.50662 -1.20322 -0.401 0.193 -0.348
H 3.04516 -4.85844 -3.23248 -0.330 0.230 0.057
H 0.91117 -4.63263 -4.52789 0.094 0.282 0.334
H -0.83635 -3.00296 -3.74047 0.282 -0.101 0.095
H -0.44475 -1.69322 -1.70335 0.129 -0.089 -0.179
H 0.11969 -3.77036 0.00380 -0.134 0.318 0.199
H -1.44526 -4.35039 1.81652 0.168 0.248 0.132
H -1.55399 -2.93992 3.88545 0.281 0.128 -0.345
H -0.03120 -0.96654 4.11999 0.038 -0.413 -0.447
H 1.61086 -0.45603 2.31180 -0.645 -0.258 -0.157
H 1.78969 0.62963 0.25726 -0.386 -0.506 -0.368
H 2.95672 0.91793 -1.66982 -0.287 0.060 -0.249
H 2.25045 -0.46877 -2.53081 -0.068 0.338 0.442
H 1.25233 2.32125 -2.50384 -0.216 -0.129 -0.055
H 0.89343 1.00362 -3.63757 0.116 0.152 -0.006
H -0.87914 1.91060 -1.59014 0.603 -0.689 -0.373
H -1.02343 0.41574 -2.53567 0.150 0.149 0.060
H -0.47944 0.65782 1.32206 0.115 -1.065 -0.168
H -2.70444 0.40195 -0.83682 -0.336 -2.052 -1.558
H -4.48832 -1.17774 0.03263 -0.093 -0.025 -0.069
H -5.99688 -1.79474 1.93951 0.393 0.313 0.194
H -5.48039 -0.97437 4.25180 0.525 0.177 -0.657
H -3.44133 0.44407 4.63035 -0.129 -0.068 -0.131
H -2.00849 1.07424 2.70411 -0.233 -0.090 0.166
H 4.00360 -0.85289 -1.54383 0.115 0.032 0.585
H 6.31279 -0.68363 -0.77428 -0.082 -0.161 0.186
```
Positions in Å, forces in eV/Å.

Properties
Kohn-Sham gap	3.5780	eV
electronic energy	-117508.053	eV
energy above the lowest of the compared OMol25 structures with the same formula, charge and spin	210.4	kJ/mol
LUMO energy	-2.1	eV